# 1
The molecule C20H20Cl2N4O3. Source: the OMol25 dataset; level of theory: the ωB97M-V functional and the def2-TZVPD basis.

Properties
highest occupied orbital energy	-8.095	eV
LUMO energy	-0.03	eV
E	-2139.340204	a.u.
Kohn-Sham gap	8.068	eV
ΔE to the lowest compared entry with this formula, charge and spin	0.000	eV

ORCA input file:
```
! RIJCOSX wB97M-V def2-TZVPD def2/J DEFGRID3
* xyz 0 1
C 2.66873 3.01148 -0.79189
C 1.42990 2.48125 -0.14775
C 1.39043 1.43267 0.73961
C 0.12772 1.03997 1.26526
C -1.01389 1.72305 0.90493
C -2.26612 1.40780 1.47205
N -3.27599 1.17009 1.96138
C -0.99725 2.81167 -0.05049
O -1.94123 3.45181 -0.46544
N 0.28348 3.10020 -0.50939
H 0.32705 3.85547 -1.18488
C 0.00959 -0.10610 2.22271
H 0.39379 -1.02103 1.77608
H 0.56505 0.09411 3.13889
H -1.03176 -0.27140 2.48625
C 2.65524 0.71772 1.14478
H 2.44891 0.07866 2.00078
H 3.40563 1.44666 1.46180
C 3.25666 -0.13153 0.00652
C 2.17987 -0.91146 -0.71666
O 1.57626 -0.40602 -1.65810
N 1.90105 -2.16329 -0.30787
C 2.43493 -2.83245 0.85626
H 1.62772 -3.38034 1.34498
H 2.84909 -2.12684 1.56949
H 3.21303 -3.54538 0.56738
C 0.94408 -2.94055 -1.08100
H 1.16014 -4.00071 -0.94453
H 1.04624 -2.67324 -2.13571
C -0.49172 -2.65827 -0.60395
O -1.07332 -3.41280 0.14416
N -0.95619 -1.48654 -1.09416
C -2.21676 -0.90689 -0.93320
C -2.45312 0.31216 -1.56796
C -3.68072 0.93132 -1.46020
C -4.69490 0.33876 -0.72235
C -4.46294 -0.87943 -0.09016
C -3.22984 -1.50205 -0.19027
H -3.05967 -2.44266 0.30644
Cl -5.70417 -1.62854 0.82661
Cl -6.22026 1.11304 -0.59159
H -3.85205 1.88638 -1.92920
H -1.66616 0.77408 -2.14599
H -0.28574 -0.93207 -1.62741
H 3.70141 0.52606 -0.73960
H 4.03878 -0.78242 0.39463
H 2.54513 4.06342 -1.04246
H 3.53393 2.90931 -0.14335
H 2.85997 2.46483 -1.71545
*
```

=====

# 2
A structure of composition C20H20Cl3N4ORuS at a distorted geometry. Source: the OMol25 dataset; level of theory: the ωB97M-V functional and the def2-TZVPD basis.

Properties
highest occupied orbital energy (alpha / beta)	-7.288 / -7.414	eV
LUMO energy (alpha / beta)	-2.18 / -1.78	eV
E	-2941.931650	a.u.
Kohn-Sham gap (alpha / beta)	5.107 / 5.629	eV
ΔE to the lowest compared entry with this formula, charge and spin	1.471	eV

ORCA input file:
```
! RIJCOSX wB97M-V def2-TZVPD def2/J DEFGRID3
* xyz 0 2
Ru -0.37940 0.08910 -0.30460
C 1.17470 -1.68760 3.33270
C 0.47350 -0.83510 2.32270
N 0.81630 -0.92670 1.02160
N 1.93200 -1.56340 0.67800
C 2.34350 -1.42620 -0.53140
N 3.45850 -2.06270 -0.97320
S 1.46500 -0.43920 -1.72780
C -0.50180 0.13280 2.62250
C -1.04400 0.36580 3.91260
C -1.99720 1.32660 4.09460
C -2.44460 2.07830 2.99230
C -1.90180 1.81140 1.75340
N -0.96430 0.89170 1.55680
H 1.50740 -2.60830 2.85890
H 0.53480 -1.92700 4.17690
H 2.05850 -1.16870 3.70960
H 4.09050 -2.41640 -0.27310
H 3.85870 -1.73090 -1.83350
H -0.70110 -0.23280 4.74080
H -2.42050 1.50410 5.07140
H -3.20420 2.83260 3.10180
H -2.22950 2.34970 0.87080
Cl -3.46030 -6.72920 0.11290
C -2.88260 -5.18570 -0.38610
C -2.89820 -4.13490 0.52390
C -2.46040 -2.90240 0.10320
Cl -2.46010 -1.53650 1.14970
C -1.94570 -2.64180 -1.19940
O -1.55590 -1.49140 -1.56450
C -1.93940 -3.76950 -2.07100
Cl -1.35430 -3.53340 -3.66680
C -2.42150 -5.00090 -1.68310
H -3.25110 -4.28090 1.53200
H -2.43460 -5.81050 -2.39250
C -1.19720 3.08560 -4.59170
C -1.96540 3.27960 -3.27540
C -1.76590 4.71260 -2.76050
C -3.45870 3.00540 -3.49980
C -1.44200 2.33510 -2.29700
C -1.05070 1.51780 -1.47870
H -1.58380 3.77150 -5.34400
H -1.31070 2.06470 -4.95050
H -0.13650 3.27970 -4.44610
H -2.14800 5.42440 -3.49090
H -0.70970 4.91390 -2.59390
H -2.29660 4.85880 -1.82120
H -3.85330 3.69150 -4.24780
H -4.01490 3.13920 -2.57370
H -3.60870 1.98420 -3.84330
*
```

=====

# 3
The ion C20H20ClN2O4S with charge +1. Source: the OMol25 dataset; level of theory: the ωB97M-V functional and the def2-TZVPD basis.

Properties
highest occupied orbital energy	-11.024	eV
LUMO energy	-2.73	eV
E	-2042.775643	a.u.
Kohn-Sham gap	8.291	eV
ΔE to the lowest compared entry with this formula, charge and spin	0.006	eV

ORCA input file:
```
! RIJCOSX wB97M-V def2-TZVPD def2/J DEFGRID3
* xyz 1 1
C -1.53061 -0.42475 -2.78202
C -0.65279 -0.91787 -1.64847
H -1.11118 -1.77261 -1.13677
H 0.33992 -1.21600 -2.00450
O -0.50558 0.14708 -0.70371
C 0.42192 0.04495 0.21603
O 1.15840 -0.93419 0.32274
C 0.47516 1.20368 1.11793
C 1.08285 1.16191 2.35690
N 1.73590 0.04288 2.88803
C 1.12952 -1.16141 2.86972
O -0.06463 -1.34120 2.82038
C 2.06011 -2.39260 2.78198
N 1.42580 -3.19593 1.71794
H 1.36320 -2.55889 0.88153
C 2.07676 -4.47402 1.34626
C 1.31519 -5.10857 0.23266
C 0.72672 -6.32993 0.09061
C 0.15320 -6.34031 -1.20483
C 0.42811 -5.12466 -1.74757
O 1.13110 -4.36741 -0.88944
H 0.18813 -4.69340 -2.69850
H -0.38650 -7.14389 -1.65913
H 0.71018 -7.12556 0.80605
H 2.10430 -5.14637 2.20524
H 3.10062 -4.24731 1.03337
H 0.44543 -3.34208 2.00900
H 2.07084 -2.94963 3.72165
H 3.07447 -2.12219 2.49119
H 2.72202 0.12345 3.09269
S 0.91367 2.63361 3.22902
C 0.05281 3.33086 1.91606
C -0.11640 2.48200 0.86607
C -0.76695 2.87625 -0.39164
C -0.04948 2.85519 -1.58440
C -0.65072 3.22630 -2.77080
C -1.98263 3.61759 -2.77014
C -2.70456 3.65766 -1.58654
C -2.09260 3.29448 -0.40137
H -2.65113 3.31939 0.52183
H -3.73595 3.97185 -1.59518
Cl -2.74252 4.05826 -4.25468
H -0.09325 3.21862 -3.69423
H 0.98857 2.55621 -1.57990
H -0.27224 4.35025 1.98198
H -1.06469 0.42064 -3.27975
H -2.49397 -0.10602 -2.39501
H -1.68220 -1.22400 -3.50102
*
```

=====

# 4
A structure of composition C20H20ClN3O12Ru at a distorted geometry. Source: the OMol25 dataset; level of theory: the ωB97M-V functional and the def2-TZVPD basis.

Properties
highest occupied orbital energy (alpha / beta)	-6.268 / -6.039	eV
LUMO energy (alpha / beta)	2.60 / 1.70	eV
E	-2396.615277	a.u.
Kohn-Sham gap (alpha / beta)	8.869 / 7.738	eV
ΔE to the lowest compared entry with this formula, charge and spin	0.133	eV

ORCA input file:
```
! RIJCOSX wB97M-V def2-TZVPD def2/J DEFGRID3
* xyz -1 2
Ru -0.00129 0.22797 0.02023
O -1.63243 -0.00667 -2.82386
C -2.87363 -0.14517 -2.19012
C -2.83222 -0.48254 -0.70581
N -2.07776 0.43303 0.19022
C -2.41045 1.84811 -0.05179
C -1.44100 2.45081 -1.08335
O -1.78317 3.38842 -1.77231
O -0.25562 1.92345 -1.05784
C -2.31090 -0.00105 1.58952
C -1.45989 -1.23404 1.92876
O -1.84778 -2.06197 2.72428
O -0.30250 -1.25730 1.32568
H -1.08545 -0.78891 -2.65539
H -3.48235 -0.94185 -2.64126
H -3.40383 0.79426 -2.35812
H -2.41864 -1.48066 -0.54860
H -3.87887 -0.49405 -0.37149
H -2.25079 2.39737 0.87568
H -3.44739 1.97893 -0.36308
H -3.37092 -0.18226 1.77540
H -1.95611 0.79281 2.24439
O 4.24015 -2.98876 -2.42773
C 4.72112 -2.32961 -1.38615
O 5.88067 -2.40494 -1.05549
C 3.77352 -1.46438 -0.63223
C 4.15039 -0.65225 0.42122
N 3.06007 0.00351 0.84215
N 1.99287 -0.34446 0.12760
C 2.39238 -1.22373 -0.77208
C 1.31583 -1.76242 -1.66722
O 1.61587 -2.52346 -2.58623
O 0.12915 -1.37517 -1.37640
H 3.25352 -2.85007 -2.54393
H 5.11131 -0.53257 0.88996
H 2.95092 0.65813 1.61644
C 3.14760 1.26917 -2.33375
C 3.14723 2.76870 -2.33549
C 3.55867 3.49651 -3.43743
C 3.50894 4.88374 -3.42875
Cl 4.03368 5.76815 -4.84152
C 3.04339 5.56812 -2.32898
C 2.63295 4.85256 -1.20849
C 2.69455 3.46733 -1.20834
O 2.34804 2.68988 -0.14909
C 1.64148 3.29925 0.91343
C 1.21393 2.18457 1.86899
O 1.90034 1.99575 2.86712
O 0.14570 1.49727 1.60194
H 3.44425 0.88125 -3.30763
H 2.14623 0.90188 -2.10472
H 3.83020 0.87199 -1.57810
H 3.90654 2.97758 -4.32124
H 2.99585 6.64816 -2.33722
H 2.26975 5.39380 -0.34763
H 0.76254 3.84061 0.54895
H 2.30689 3.97023 1.46106
*
```

=====

Question: What is the E in the first record?
Answer: -2139.340204 a.u.

=====

Question: What is the formula in the second record?
Answer: C20H20Cl3N4ORuS